# C87H183In2N9O15

A structure of composition C87H183In2N9O15 at a distorted geometry (ωB97M-V with the def2-TZVPD basis set, OMol25).

Geometry as XYZ:
```
296
Properties=species:S:1:pos:R:3:forces:R:3
In 4.282801 -0.115033 1.133582 -0.524 0.772 -0.748
In 4.022371 3.696047 -1.557628 0.393 -0.903 0.555
O 5.361641 2.373797 -3.942558 0.630 -1.671 0.697
C 6.352401 1.423937 -3.652798 -1.091 4.508 0.294
C 6.076861 0.511727 -2.412948 -0.839 -2.101 3.197
O 5.904041 1.045417 -1.126588 -0.245 0.239 -2.164
H 7.163161 1.990667 -3.194978 0.690 0.164 -0.125
H 6.765981 0.962587 -4.549568 -0.563 -1.024 0.112
H 6.934511 -0.160973 -2.410298 0.818 0.138 -0.096
H 5.264561 -0.198113 -2.569168 -0.765 0.307 -0.731
O 4.595421 2.870117 1.547172 0.441 2.030 0.844
C 4.856201 3.940517 2.423612 -0.732 -4.537 -1.856
C 5.167811 5.325747 1.756462 -0.088 3.067 -2.812
O 4.696161 5.859077 0.531292 -0.209 -2.201 2.250
H 5.635531 3.657147 3.131032 0.640 0.414 -0.087
H 3.964741 3.936077 3.050822 -0.784 1.150 -0.098
H 6.231251 5.360187 1.519792 0.642 -0.949 0.465
H 5.004861 6.021017 2.579962 -0.440 0.207 0.168
O 2.246581 1.564347 -0.339828 -3.335 -1.588 1.256
C 0.957911 0.928057 -0.235448 4.073 1.042 -2.185
C 0.414061 0.255637 1.143982 0.967 -2.092 2.656
O 1.319901 -0.489883 1.850262 -0.666 1.630 -1.368
H 1.042831 0.020057 -0.832458 0.037 -0.442 -0.061
H 0.146111 1.510907 -0.670598 -0.151 0.562 0.569
H -0.401449 -0.409563 0.860152 -0.188 -0.072 -1.012
H -0.083779 1.022797 1.737042 0.504 0.901 0.206
C -1.802069 -7.776843 6.358952 1.325 1.084 0.394
C -0.499789 -6.751243 6.365412 0.255 -1.322 0.062
C 0.804731 -7.565133 5.990932 -1.331 -1.411 1.086
C 1.087061 -7.846953 4.509472 -2.113 1.839 1.314
C 1.027201 -6.471933 3.848792 1.119 -0.119 -0.537
C -0.323969 -5.685893 4.018652 2.467 1.609 -0.258
N -0.662989 -5.649233 5.449372 1.918 1.915 0.105
O -1.877119 -4.937013 5.694922 0.632 -1.154 -0.866
C -0.189829 -4.134873 3.290272 0.073 -0.660 2.266
C -1.368389 -6.317133 3.236492 -2.477 -1.750 -2.294
C -0.249629 -6.088963 7.776852 -0.544 -0.957 -0.998
H -2.676149 -7.298733 6.801092 -0.027 0.249 -0.235
H -1.641309 -8.659793 6.977542 0.392 0.051 0.054
H -2.035069 -8.134433 5.355982 0.032 0.124 0.038
H 1.648961 -7.302833 6.628572 0.186 0.634 -0.453
H 0.466891 -8.502933 6.431942 0.579 -0.481 0.121
H 0.150881 -8.301563 4.185462 0.452 -1.102 -0.384
H 2.009481 -8.411533 4.373432 -0.299 0.013 -0.313
H 1.253911 -6.632873 2.794842 -0.419 0.392 -0.360
H 1.934321 -5.990463 4.214052 -0.318 0.952 0.202
H 0.535371 -3.899743 2.511232 0.108 -1.143 -0.338
H -1.159609 -3.752213 2.972152 -0.144 -0.432 -0.085
H 0.123251 -3.406963 4.038762 -0.043 -0.251 0.532
H -1.826089 -7.253223 3.556402 0.180 -0.034 0.884
H -2.210739 -5.652143 3.045862 -0.073 0.108 0.014
H -1.056699 -6.667403 2.252492 0.432 0.603 -0.323
H -1.250149 -5.855213 8.140762 0.335 0.970 0.168
H 0.464591 -5.301513 7.536192 -0.620 0.544 0.367
H 0.226631 -6.669383 8.567032 -0.047 -0.729 -0.357
H -2.353769 -5.574883 5.158712 -1.954 0.553 0.139
C 1.685641 -2.057463 6.243602 -0.029 0.676 0.142
C 1.122901 -0.625293 5.963732 -0.322 0.460 1.868
C 0.563521 0.001097 7.362962 -0.668 -3.242 -0.777
C 0.321541 1.435117 7.401182 1.696 1.347 -0.027
C 1.626571 2.147927 7.012842 -1.196 0.661 0.214
C 2.177421 1.701427 5.668432 1.692 -0.697 -1.056
N 2.246481 0.175317 5.434042 0.497 2.279 3.799
O 2.702491 -0.107853 4.154852 -0.998 -0.297 0.362
C 1.359121 2.404497 4.519902 0.283 0.209 0.582
C 3.698771 2.185737 5.643782 -0.617 0.321 -1.593
C -0.113979 -0.593443 5.100752 -0.399 -0.744 -1.022
H 1.020341 -2.753783 6.754112 -0.534 0.174 -0.254
H 2.518671 -1.928263 6.934582 0.178 0.109 -0.106
H 2.076651 -2.538403 5.346992 -0.150 0.137 -0.086
H -0.460649 -0.347343 7.496242 -0.329 -0.810 -0.752
H 0.894981 -0.533733 8.253012 1.473 0.699 0.126
H -0.018049 1.658747 8.412502 -0.123 0.562 -0.134
H -0.442949 1.671127 6.660952 -0.188 0.243 0.171
H 2.352591 2.174377 7.825432 0.143 -0.633 -0.075
H 1.399511 3.201697 6.851252 0.039 0.260 0.090
H 1.388331 3.478977 4.700832 0.195 0.145 -0.131
H 1.698101 2.221687 3.500212 0.368 -0.173 0.095
H 0.296041 2.163927 4.529392 0.032 -0.214 0.228
H 3.835521 3.260277 5.522252 -0.713 0.441 0.200
H 4.395791 1.958777 6.450472 -0.625 -0.749 0.233
H 4.111781 1.843597 4.694862 0.241 -0.471 0.089
H -0.480339 0.384427 4.788282 0.491 0.169 0.020
H -0.968779 -1.001183 5.640342 0.140 -0.572 -0.211
H 0.111451 -1.178493 4.209122 -0.524 -0.041 -0.333
H 1.852631 -0.091733 3.708682 0.094 -0.205 -1.866
C 5.328511 -3.658643 -3.532148 1.437 0.092 1.289
C 3.836271 -3.825623 -3.455338 -0.138 0.678 -1.952
C 3.598441 -5.361393 -3.702488 -2.402 -0.084 -0.613
C 2.079781 -5.734843 -3.637938 0.584 0.888 3.752
C 1.672961 -5.191643 -2.094778 -0.803 -2.735 -2.651
C 1.886341 -3.760273 -1.797958 -0.698 1.402 0.951
N 3.305431 -3.332093 -2.173388 -1.129 -4.692 1.708
O 3.664461 -2.086313 -1.727068 -0.506 0.409 -1.013
C 0.816421 -2.981973 -2.549688 0.795 0.489 -1.162
C 1.526971 -3.622323 -0.248068 2.568 -0.073 -1.442
C 3.330041 -3.009243 -4.692368 -0.795 -0.471 -0.693
H 5.813981 -3.710923 -4.506678 -0.648 0.083 -0.285
H 5.824501 -4.436653 -2.951808 0.029 -0.075 0.262
H 5.617351 -2.721093 -3.057108 0.046 0.154 -0.248
H 3.779601 -5.690823 -4.725608 1.280 0.669 -0.122
H 4.213321 -5.943773 -3.016298 -0.259 -0.034 0.115
H 1.794711 -6.783253 -3.725508 0.798 -0.400 0.557
H 1.460321 -5.381953 -4.462458 0.195 1.163 0.215
H 2.048051 -5.802563 -1.273678 0.942 -0.381 -0.469
H 0.620641 -5.471523 -2.045818 -0.439 0.700 0.220
H 1.224491 -2.020943 -2.862718 -0.305 0.450 0.214
H 0.701781 -3.513993 -3.494098 -0.746 0.170 -0.069
H -0.119299 -2.829873 -2.011718 0.157 -0.191 -0.048
H 0.604921 -4.132283 0.030952 -0.099 0.389 -0.301
H 2.365931 -4.175443 0.174192 -0.010 0.017 0.757
H 1.638021 -2.582203 0.058382 -0.485 -0.042 0.265
H 2.273731 -2.748973 -4.760018 -0.156 -0.128 0.552
H 3.450281 -3.669793 -5.551028 0.311 0.122 -0.228
H 3.849891 -2.081403 -4.931088 0.378 -0.035 0.399
H 3.133971 -1.592413 -2.356548 0.086 1.695 0.096
C -3.073179 -0.410013 -1.458668 0.149 -1.250 0.610
C -3.781309 -1.787523 -1.565968 -0.771 -1.242 1.015
C -3.601609 -2.593253 -0.216768 -1.480 -0.175 0.569
C -4.705439 -3.716503 0.002472 0.996 2.201 -0.725
C -6.104919 -3.001023 -0.003738 2.530 -2.292 -1.057
C -6.348109 -2.424803 -1.444148 -1.090 0.924 1.501
N -5.256549 -1.427973 -1.729138 0.070 -2.313 2.348
O -5.466659 -0.798243 -2.949928 0.149 0.376 -0.275
C -6.576219 -3.438043 -2.603188 0.454 -0.325 0.925
C -7.717249 -1.699563 -1.174708 0.833 1.164 -2.214
C -3.165589 -2.729563 -2.645588 -0.855 1.259 -1.343
H -2.882529 0.001777 -2.449718 0.608 0.031 0.251
H -2.253139 -0.643193 -0.779508 1.146 0.251 -0.887
H -3.556099 0.334037 -0.825218 -0.936 -0.154 -0.299
H -2.641389 -3.091603 -0.083598 0.374 0.332 -0.654
H -3.666649 -1.876323 0.601702 -0.141 0.082 0.245
H -4.451709 -4.360263 0.844672 -0.242 0.399 0.429
H -4.579619 -4.380813 -0.852488 -0.515 -0.122 -0.213
H -6.165719 -2.224303 0.758572 0.055 -0.007 -0.219
H -6.740739 -3.842753 0.270732 -0.964 0.478 -0.363
H -5.814979 -3.365103 -3.379908 0.142 -0.072 0.232
H -6.533539 -4.404623 -2.101198 0.073 -0.400 -0.516
H -7.531439 -3.384613 -3.125478 -0.119 0.367 0.334
H -7.732129 -0.836753 -0.508798 0.464 -0.455 0.695
H -7.853249 -1.192383 -2.129888 -0.854 -0.062 -0.294
H -8.541899 -2.385873 -0.982278 0.232 -0.039 0.003
H -3.558869 -2.400343 -3.607378 -0.008 0.242 -0.304
H -3.467349 -3.776953 -2.641468 0.082 0.008 0.741
H -2.086939 -2.639493 -2.773988 -0.001 -0.022 0.509
H -5.329699 0.075487 -2.576508 -0.386 0.758 -1.074
C 8.107701 -3.978883 1.327712 -0.732 -0.999 1.320
C 6.663811 -3.766893 0.756522 1.840 1.504 -0.824
C 6.044801 -5.077173 0.181972 -0.299 0.884 0.378
C 5.598141 -6.078533 1.217622 -0.153 0.012 -0.973
C 4.675761 -5.446913 2.264492 2.057 1.157 0.089
C 5.211991 -4.024643 2.800282 -2.031 1.050 0.281
N 5.770481 -3.088523 1.745452 -1.800 -2.972 -1.470
O 6.400221 -2.023463 2.335442 0.460 0.307 0.252
C 3.960991 -3.191713 3.450932 0.834 -1.416 -1.395
C 6.132871 -4.301843 3.932092 1.150 -1.083 2.253
C 6.857281 -2.766573 -0.430588 -1.483 -0.236 -1.702
H 8.647471 -3.060883 1.560152 0.105 0.086 -0.663
H 8.725191 -4.698273 0.789862 -0.052 0.478 -0.623
H 8.042071 -4.476873 2.295082 -0.138 -0.140 0.286
H 5.162991 -4.785693 -0.388608 0.192 0.134 -0.530
H 6.827811 -5.560523 -0.402288 -0.228 0.321 -0.586
H 6.509801 -6.651043 1.388502 -0.005 0.120 1.721
H 4.960671 -6.860533 0.805072 0.002 0.008 -0.701
H 4.744511 -6.212033 3.037782 -0.861 0.563 0.707
H 3.684571 -5.350323 1.821402 -0.026 -0.007 0.214
H 3.213661 -3.071793 2.666572 -0.218 -0.132 -0.068
H 3.560351 -3.828703 4.239502 -0.161 0.177 0.066
H 4.138731 -2.180233 3.816182 0.607 -0.229 0.168
H 5.517151 -4.528333 4.802542 -0.194 0.541 0.261
H 6.723651 -5.216193 3.987252 0.177 -0.364 -1.188
H 6.867401 -3.563973 4.254782 -0.404 0.538 -0.151
H 7.084661 -1.701973 -0.375608 0.194 -0.030 1.343
H 5.927991 -2.755893 -1.000158 -0.575 0.116 0.406
H 7.476541 -3.063673 -1.276968 0.807 -0.837 0.508
H 7.197251 -2.460263 2.644552 0.752 0.735 0.688
C 1.170631 5.045437 0.544112 -1.300 -1.690 1.135
C 0.415391 5.948767 -0.414098 3.277 0.300 -1.197
C 0.719141 7.389587 0.085842 -1.025 1.687 -1.265
C 0.628991 8.495527 -1.023638 0.364 -0.786 -1.261
C 1.599311 8.198767 -2.179808 -0.343 -1.904 0.054
C 1.373831 6.725897 -2.804348 -1.222 1.409 0.101
N 1.213271 5.728297 -1.699578 2.575 3.851 0.702
O 1.082841 4.470877 -2.202738 -1.278 -0.725 -0.201
C 0.065101 6.783487 -3.752128 1.041 0.003 0.144
C 2.598901 6.515257 -3.746828 -1.732 -0.068 0.602
C -1.074699 5.696727 -0.539188 -0.074 0.911 -0.107
H 0.929111 3.992427 0.399392 -0.456 -0.209 -0.196
H 0.794531 5.271447 1.541892 0.243 0.004 0.372
H 2.258101 4.971527 0.551962 0.011 1.175 -0.270
H -0.066439 7.685557 0.781082 0.036 -0.345 0.459
H 1.678801 7.510487 0.588392 0.056 -0.509 -0.100
H 0.758941 9.532237 -0.713048 0.279 -0.183 0.658
H -0.339949 8.529557 -1.521718 -0.502 -0.319 0.328
H 2.639221 8.252687 -1.857688 0.081 0.031 0.120
H 1.466971 8.863197 -3.033698 0.000 0.240 0.179
H -0.726189 6.134957 -3.376128 -0.257 0.323 0.041
H -0.262989 7.805117 -3.943798 -0.374 0.103 0.741
H 0.239941 6.479317 -4.784118 0.425 -0.588 0.061
H 2.571101 7.440407 -4.322518 0.603 0.053 -0.083
H 3.523221 6.396187 -3.181538 0.061 -0.068 -0.256
H 2.354241 5.734487 -4.466988 0.554 -0.400 0.249
H -1.417929 4.777077 -1.013018 0.312 -0.321 0.233
H -1.463959 6.507627 -1.154838 -0.267 0.084 0.001
H -1.517519 5.817607 0.449452 -0.166 -0.292 -0.016
H 0.141291 4.601717 -2.336788 -0.722 -2.003 -1.104
C -6.065889 4.085567 -6.051768 0.295 -0.669 0.853
C -6.374339 2.856647 -5.106618 0.966 -2.706 -1.867
C -5.103449 1.863227 -4.986218 0.503 1.798 -0.147
C -4.050379 2.406237 -4.056028 -1.798 0.454 1.979
C -4.752519 2.661927 -2.619098 1.058 0.955 -1.350
C -6.008699 3.659357 -2.653868 0.251 -1.256 -0.057
N -6.900169 3.163557 -3.772038 1.155 -0.637 0.243
O -8.056599 3.938357 -3.938798 -0.169 0.549 0.356
C -6.729209 3.482937 -1.263488 0.307 0.064 -0.604
C -5.427049 5.088197 -2.782618 0.159 0.136 -1.511
C -7.314079 1.886817 -5.903758 -2.439 1.009 -0.185
H -6.925209 4.715677 -6.281198 -0.081 0.150 0.803
H -5.736139 3.826747 -7.057938 0.286 -0.678 0.196
H -5.240829 4.599567 -5.558658 -0.212 0.658 -0.281
H -5.330269 0.826717 -4.736608 -0.524 0.238 0.005
H -4.559439 1.874847 -5.930678 -0.662 -0.296 -0.623
H -3.716669 3.360787 -4.462918 0.264 0.081 0.202
H -3.198429 1.727767 -4.011758 0.045 0.068 0.331
H -3.979109 3.155087 -2.030268 -0.076 0.184 0.377
H -4.931029 1.737087 -2.070548 -0.436 -0.013 -0.245
H -6.636179 2.459797 -0.899318 0.333 -0.005 0.015
H -6.232369 4.173817 -0.582368 -0.071 -0.308 0.256
H -7.801179 3.665847 -1.189098 -0.027 0.468 -0.611
H -5.024409 5.508597 -1.861068 -0.197 -0.182 0.043
H -4.629409 5.086177 -3.525498 0.663 -0.415 0.279
H -6.017009 5.830517 -3.320208 -1.010 -0.070 0.685
H -7.418419 0.821987 -5.695578 0.959 0.014 0.484
H -7.319699 2.001157 -6.987728 1.156 -0.014 -0.157
H -8.357729 2.187197 -5.810638 -0.325 0.449 0.658
H -8.705539 3.419927 -3.457438 -0.305 0.078 -0.047
C -4.989749 5.068277 3.110872 -0.050 0.132 -1.637
C -4.198259 3.780627 3.369242 -1.449 0.913 0.112
C -4.600119 3.470807 4.816342 1.489 -0.983 0.315
C -4.281899 2.037317 5.187942 -0.522 -0.270 0.263
C -4.946949 1.016617 4.236622 -0.526 1.288 0.787
C -4.681689 1.303647 2.729682 2.554 -1.839 0.493
N -4.657969 2.744997 2.398502 -1.498 -0.502 1.668
O -4.373729 3.022877 1.061972 -0.106 0.018 0.141
C -3.220999 0.728297 2.545832 0.432 2.053 -0.179
C -5.547689 0.393177 1.864702 -1.396 1.064 -0.238
C -2.714769 4.209797 3.308152 0.555 -0.283 -0.653
H -6.068439 5.118007 3.259412 0.032 -0.681 1.185
H -4.450799 5.835367 3.666932 -0.447 0.515 -0.475
H -5.061559 5.181567 2.029162 1.026 0.819 -0.258
H -3.977399 4.073677 5.477292 0.223 0.329 -0.174
H -5.595299 3.770137 5.145172 -0.358 -0.367 -0.785
H -3.216279 1.829347 5.284322 0.236 0.274 -0.328
H -4.646569 1.977417 6.213382 -0.186 -0.773 0.084
H -6.011009 1.031847 4.472522 -0.284 0.094 -0.288
H -4.603239 0.030887 4.550132 0.028 -0.157 -0.560
H -2.920969 -0.185013 3.059592 -0.426 -0.196 -0.367
H -2.606359 1.528247 2.958622 0.422 -0.188 0.446
H -2.921979 0.794257 1.499722 -0.114 -0.773 -0.242
H -6.610929 0.579147 2.016512 -0.251 0.003 0.488
H -5.368929 -0.657663 2.092452 0.245 0.137 -0.034
H -5.485609 0.586097 0.793702 0.754 -0.167 -0.082
H -2.419609 4.657987 2.359412 -0.462 0.074 -0.424
H -2.503299 5.011987 4.015172 -0.107 -0.264 0.279
H -1.965089 3.425167 3.410262 -0.181 -0.239 0.529
H -3.417759 3.018547 0.974212 0.593 -0.078 -0.125
C 3.861681 1.630477 -6.652048 -0.278 -0.767 -0.981
C 2.383271 2.066287 -6.671568 -0.009 0.951 0.398
C 1.555141 1.236107 -7.681858 -0.182 0.661 -0.085
C 0.051681 1.537497 -7.627988 0.457 -0.007 0.325
C -0.437559 1.125077 -6.237318 0.996 -0.365 -0.594
C 0.387931 1.809007 -5.098218 -1.646 2.111 -1.101
N 1.841811 1.803407 -5.309958 -0.862 -1.043 -1.261
O 2.558771 2.426377 -4.258058 -1.178 0.721 -0.330
C -0.296669 3.221897 -4.991598 1.240 1.483 -1.071
C 0.030531 1.154077 -3.854768 -0.045 -1.346 2.215
C 2.367941 3.586867 -7.123868 -0.251 -0.515 1.355
H 3.968401 1.067357 -7.579198 0.533 0.266 -0.364
H 4.126481 0.875327 -5.911968 -0.287 0.257 0.400
H 4.574161 2.454357 -6.610868 -0.117 -0.112 0.085
H 1.902711 1.564157 -8.661488 0.272 -0.345 -0.150
H 1.710681 0.164237 -7.559438 0.223 -0.050 0.061
H -0.471459 1.026287 -8.436138 -0.034 -0.319 0.124
H -0.077109 2.592627 -7.869278 -0.214 0.162 0.354
H -0.342189 0.040347 -6.188678 0.323 -0.266 0.153
H -1.505379 1.281367 -6.084238 0.038 0.467 0.170
H -0.755359 3.538977 -5.928158 -0.036 -0.184 -0.282
H -1.061849 3.464947 -4.254358 0.070 -0.826 0.448
H 0.496771 3.957397 -4.858958 0.079 0.131 0.345
H 0.574901 0.212067 -3.788588 -0.230 -0.318 0.237
H 0.248561 1.734377 -2.958218 0.418 0.150 -0.071
H -1.048619 1.007827 -3.808468 -0.022 -0.343 -0.124
H 2.899251 3.825647 -8.045158 -0.077 -0.435 -0.109
H 2.876181 4.125027 -6.323758 0.090 0.156 0.040
H 1.353311 3.984377 -7.148628 0.002 -0.022 -0.248
H 3.440901 2.054577 -4.330348 0.997 -0.220 0.156
```
Forces are in eV/Å.

Results
* ΔE to the lowest compared entry with this formula, charge and spin: 14.9 kcal/mol
* 2S+1: 1
* largest force on an atom: 5.12 eV/Å
* E_HOMO: -6.85 eV
* frontier orbital gap: 2.946 eV